Computed, not measured: a cluster of 8 separate species, C60H136N8O12 in total in a non-equilibrium geometry, with ωB97M-V/def2-TZVPD.

Geometry as XYZ:
```
216
Properties=species:S:1:pos:R:3:forces:R:3
C 5.482 8.643 5.805 -0.5316 0.0348 1.7067
C 4.298 8.331 6.765 -0.5005 -0.7281 -0.5690
C 3.260 7.435 5.989 -0.5542 0.2555 0.4651
C 3.696 6.017 5.630 0.9066 0.1100 1.3339
C 4.043 5.338 6.980 0.5622 1.2052 -0.6037
C 5.088 6.164 7.845 -0.0105 -1.1116 0.0433
N 4.698 7.553 7.988 -1.9229 0.5215 -0.5346
O 5.608 8.256 8.817 0.1350 -0.0691 -0.4792
C 5.040 5.449 9.217 -0.1075 0.2353 0.1558
C 6.493 5.970 7.261 -0.0126 -1.2913 -0.4198
C 3.545 9.643 7.161 0.7369 -0.0211 0.4728
H 5.811 7.712 5.342 -0.0582 0.5048 -0.4560
H 6.284 8.988 6.458 0.2609 0.2443 -0.2819
H 5.148 9.454 5.158 0.3941 -0.3442 -0.4222
H 2.400 7.387 6.657 -0.2150 -0.2158 0.0872
H 2.882 7.955 5.108 0.3015 0.3033 -0.0995
H 4.564 6.096 4.976 0.0150 -0.3606 -0.1531
H 2.941 5.383 5.165 -0.1623 0.4599 -0.3037
H 4.434 4.329 6.852 0.1443 0.0180 -0.0285
H 3.077 5.242 7.477 0.1467 0.0771 0.5166
H 5.795 5.784 9.929 -0.0511 0.3292 -0.0537
H 4.042 5.556 9.642 0.0171 0.2185 0.1658
H 5.202 4.375 9.125 0.0470 -0.0335 -0.3584
H 6.504 5.956 6.171 -0.0328 0.3247 -0.0409
H 7.321 6.582 7.619 -0.4392 0.2453 0.2363
H 6.707 4.934 7.521 0.5171 -0.0987 -0.0092
H 4.088 10.212 7.915 0.4770 -0.0506 -0.0830
H 2.567 9.539 7.631 -0.1332 -0.6674 -0.2732
H 3.436 10.320 6.314 -0.0233 -0.2150 -0.1788
H 5.061 8.438 9.584 0.0897 0.1115 0.1663
C 1.479 1.321 -10.658 -0.5822 1.0671 -0.4660
C 0.691 1.177 -9.333 -0.3303 -1.3977 -0.1217
C 0.800 2.410 -8.469 0.0866 0.3501 0.8205
C -0.165 2.429 -7.253 0.9836 0.3922 0.0451
C -1.581 2.415 -7.785 0.4163 -0.3555 0.3034
C -1.845 1.148 -8.637 -1.1623 1.1889 1.4448
N -0.790 1.005 -9.640 0.8991 1.7036 0.7816
O -0.994 -0.148 -10.339 -0.1534 -1.7380 -1.0515
C -2.066 -0.053 -7.632 0.6367 -0.4815 -0.9411
C -3.211 1.472 -9.291 0.5529 -0.9757 -1.2012
C 1.333 -0.045 -8.616 -0.9218 0.1822 -0.0793
H 1.655 0.450 -11.289 -0.4390 -0.4371 0.4659
H 2.472 1.755 -10.541 0.0183 0.0473 0.5587
H 0.938 2.039 -11.274 -0.0691 0.1250 -0.1936
H 1.833 2.518 -8.140 0.1176 -0.1748 0.1637
H 0.605 3.342 -8.999 -0.1785 -0.1245 -0.5162
H 0.087 3.353 -6.733 -0.3723 0.2841 0.0569
H 0.074 1.683 -6.495 -0.1687 -0.4852 -0.2815
H -1.696 3.366 -8.305 -0.1558 -0.2202 -0.6758
H -2.388 2.426 -7.052 0.3002 -0.0226 0.4483
H -2.903 0.003 -6.936 0.0743 0.8689 0.0409
H -2.308 -0.980 -8.151 0.2465 0.0087 -0.4844
H -1.149 -0.263 -7.081 -0.0941 0.1065 0.1756
H -3.442 0.686 -10.009 -0.3310 -0.3621 0.2111
H -4.014 1.548 -8.557 0.1405 0.0268 -0.0089
H -3.180 2.349 -9.938 0.2026 0.3771 0.4071
H 2.413 0.097 -8.578 -0.0465 0.0038 0.3197
H 1.136 -0.970 -9.158 -0.0203 0.1104 -0.2197
H 0.872 -0.182 -7.638 0.4630 0.0642 0.2077
H -1.047 0.143 -11.252 -0.1109 -0.1441 -0.2069
C 0.785 -8.672 -7.976 0.0192 0.7105 0.2967
C 1.666 -7.412 -8.173 0.5354 -0.8032 -1.1203
C 3.189 -7.771 -8.008 -0.7209 -0.9547 0.6530
C 3.851 -8.632 -9.072 -0.4314 0.0237 -0.2530
C 3.652 -7.897 -10.394 1.0213 0.0176 0.2908
C 2.208 -7.498 -10.703 -0.4394 -0.9322 -0.5657
N 1.523 -6.854 -9.536 2.6408 0.2188 0.0259
O 0.217 -6.570 -9.843 -1.4216 0.0076 -0.2175
C 2.169 -6.538 -11.896 -1.0535 0.4931 0.1429
C 1.496 -8.791 -11.205 0.5164 -0.0408 0.3461
C 1.319 -6.356 -7.122 -0.1373 0.4497 -0.1771
H 0.911 -8.964 -6.934 0.0011 -0.4674 -0.0722
H 0.984 -9.484 -8.675 0.2292 0.0612 0.2502
H -0.262 -8.392 -8.096 -0.0392 0.0482 -0.0665
H 3.852 -6.910 -7.920 -0.4836 0.4376 0.1234
H 3.241 -8.326 -7.072 0.0923 0.1923 0.3427
H 3.564 -9.682 -9.125 -0.7104 0.0365 0.1364
H 4.894 -8.719 -8.768 0.2675 0.2825 -0.3830
H 4.045 -8.479 -11.227 -0.2134 -0.1291 -0.1756
H 4.339 -7.053 -10.339 -0.3060 0.5582 -0.1139
H 1.132 -6.358 -12.178 -0.3398 0.0521 0.3287
H 2.558 -5.552 -11.641 0.4856 -0.0971 -0.1924
H 2.519 -6.952 -12.842 0.8608 -0.0407 0.3604
H 1.862 -9.080 -12.191 -0.1827 0.4653 -0.3182
H 1.832 -9.652 -10.627 -0.5723 -0.0053 0.4368
H 0.416 -8.644 -11.217 0.0636 -0.2994 0.0485
H 2.142 -5.642 -7.108 0.0205 0.0041 0.4522
H 1.098 -6.789 -6.146 0.6294 -0.1789 0.1026
H 0.423 -5.759 -7.290 -0.1581 -0.2260 -0.6789
H 0.217 -5.620 -9.983 -0.1765 0.1277 -0.0023
C -7.736 4.667 -1.400 -1.3459 -0.5795 1.4113
C -8.932 3.866 -2.022 0.5508 -0.2886 -0.1529
C -8.613 3.917 -3.515 -0.1075 -0.4631 -1.3480
C -9.474 3.059 -4.459 0.2779 -1.6760 1.6299
C -9.460 1.569 -3.933 0.4942 0.2752 0.5486
C -9.670 1.372 -2.375 0.6275 -0.5821 -0.4113
N -8.867 2.397 -1.599 0.1396 1.1494 -4.2699
O -8.986 2.248 -0.267 -0.5202 -0.2867 2.2226
C -11.204 1.380 -2.116 1.3488 0.5312 -0.3768
C -9.090 -0.056 -1.942 -0.7369 1.4505 0.1448
C -10.238 4.633 -1.682 0.2721 0.1994 0.2965
H -7.957 5.724 -1.548 0.6296 -0.0014 -0.5894
H -6.737 4.317 -1.661 -0.2098 0.1808 -0.4706
H -7.792 4.594 -0.313 -0.0156 -0.2416 0.2352
H -8.624 4.912 -3.959 -0.2624 0.4962 0.6457
H -7.567 3.640 -3.646 0.0698 -0.4205 0.1017
H -9.030 3.057 -5.455 -0.3205 0.2101 -0.0833
H -10.499 3.428 -4.457 -0.0253 0.0601 -0.3143
H -8.532 1.067 -4.208 0.5903 0.4877 0.1792
H -10.147 0.906 -4.458 -0.6226 0.3279 0.0804
H -11.528 2.373 -2.429 -0.4556 -0.0669 0.2691
H -11.628 0.660 -2.816 -0.2786 -0.1470 0.3910
H -11.432 1.181 -1.068 -0.1985 0.0098 -0.1518
H -9.501 -0.869 -2.542 -0.1871 0.1133 0.0151
H -8.004 -0.144 -1.949 0.0481 0.3702 -0.2667
H -9.410 -0.149 -0.904 -0.0207 -0.4804 0.0128
H -11.078 4.517 -2.366 0.1404 -0.3999 -0.0819
H -10.012 5.699 -1.691 0.0376 0.0955 -0.1431
H -10.583 4.449 -0.665 0.0232 -0.3508 0.0071
H -8.177 1.780 -0.046 0.0936 0.0106 0.4906
C -4.605 1.865 12.400 0.4902 -0.9116 0.5295
O -3.355 1.214 12.101 -0.0529 0.5488 -0.3175
C -2.352 2.170 11.704 -0.7495 -0.1283 0.5912
C -0.981 1.600 11.461 -0.4684 -2.0125 -0.7601
N -1.074 0.528 10.457 -0.7461 0.2667 0.6256
C 0.064 0.127 9.711 1.3252 -0.5351 -0.2370
C 1.206 -0.552 10.546 0.3239 0.2824 0.9559
O 2.513 -0.474 9.993 -0.4550 0.7317 -0.6026
C 3.644 -0.614 10.866 -0.9055 0.5186 -1.5418
H -5.021 2.469 11.594 0.2648 0.0252 -0.2215
H -4.526 2.454 13.314 0.2453 0.4016 -0.0366
H -5.313 1.079 12.661 0.0423 -0.1180 -0.3088
H -2.293 2.907 12.505 0.0833 0.3936 -0.0748
H -2.680 2.625 10.769 -0.0897 0.3350 -0.0771
H -0.535 1.114 12.329 0.0087 0.7150 0.5526
H -0.371 2.428 11.100 0.2933 0.0599 0.0141
H -2.012 0.214 10.249 0.4904 -0.1079 -0.0743
H 0.496 1.028 9.275 0.4507 -0.0230 -0.4696
H -0.175 -0.598 8.934 -0.3973 0.3814 -0.2087
H 1.041 -1.609 10.754 -0.6570 -0.1049 0.0947
H 1.220 -0.007 11.490 0.0055 -0.0913 0.4193
H 3.562 0.004 11.761 -0.2236 -0.3374 0.3218
H 4.409 -0.150 10.244 0.4769 -0.3862 0.2997
H 3.824 -1.678 11.014 0.2475 0.1012 0.5159
C 7.356 -0.337 2.764 1.5890 -0.2458 -0.7213
O 7.089 -0.435 1.349 0.4776 0.4390 2.2059
C 6.232 0.547 0.851 -2.2184 -1.7469 -0.9964
C 6.076 0.160 -0.599 1.6274 0.9139 -0.7668
N 7.250 0.659 -1.260 0.2131 1.2525 -2.7835
C 7.295 0.360 -2.742 0.8846 -0.9120 1.7281
C 8.731 -0.087 -3.160 -0.6714 1.2513 -0.7837
O 9.484 1.077 -3.452 1.1055 -0.2859 0.7443
C 9.711 1.986 -2.359 -0.0019 0.2496 -1.4138
H 7.938 0.551 3.008 -0.5331 0.7138 -0.1230
H 8.135 -1.075 2.956 -0.4279 -0.5781 0.0387
H 6.533 -0.466 3.467 -0.3575 -0.0004 -0.4527
H 6.462 1.603 0.995 0.6170 -0.0997 0.0154
H 5.195 0.388 1.144 -0.1505 0.0453 1.3564
H 5.165 0.612 -0.991 0.0620 0.0756 -0.2822
H 6.123 -0.901 -0.847 -1.0619 -0.5404 1.0078
H 8.125 0.452 -0.800 -0.3240 -0.4054 0.0673
H 6.942 1.219 -3.312 0.4489 0.1687 -0.1190
H 6.575 -0.424 -2.979 -0.0638 -0.4167 0.1487
H 8.773 -0.647 -4.094 -0.5297 0.0748 -0.1729
H 9.268 -0.743 -2.476 -0.3042 0.1265 0.7540
H 10.594 2.550 -2.660 -0.1998 0.3011 -0.1100
H 9.982 1.593 -1.380 -0.4181 -0.6565 -0.0167
H 8.818 2.612 -2.341 0.2335 0.2742 0.6764
C -1.908 -1.469 -0.044 -1.4602 -0.2675 -0.2365
O -3.296 -1.060 -0.190 1.3656 0.9576 -0.0418
C -3.446 0.383 0.001 -0.7608 -1.3841 -0.4173
C -3.525 0.793 1.488 -0.1585 -0.8276 -1.6332
N -4.599 0.024 2.136 -0.2026 2.4814 -0.7187
C -4.785 0.368 3.540 -0.4683 -0.8216 0.2534
C -5.162 1.803 3.958 0.8447 -0.2770 -0.4498
O -4.280 2.805 3.524 1.8228 1.2269 -0.3424
C -2.906 2.788 4.013 -0.6716 -0.7704 0.4633
H -1.251 -0.872 -0.676 0.1131 0.3984 0.3924
H -1.823 -2.480 -0.445 -0.2268 -0.1117 0.1882
H -1.686 -1.486 1.022 0.5987 0.1914 -0.0989
H -4.358 0.578 -0.563 -0.7102 0.0354 0.7876
H -2.794 0.961 -0.654 1.1083 -0.1050 0.5724
H -3.667 1.871 1.421 -0.4981 -0.0567 0.6107
H -2.579 0.627 2.005 0.4385 -0.0458 -0.0783
H -4.500 -0.958 1.924 0.0356 0.0216 0.3400
H -3.920 -0.006 4.088 0.1139 0.1408 0.6340
H -5.684 -0.170 3.841 0.1824 -0.4767 0.3998
H -5.213 1.942 5.038 -0.1945 -0.8492 0.3474
H -6.153 2.028 3.564 0.1246 0.2556 -0.2531
H -2.510 3.768 4.281 -0.5827 0.3270 -0.5165
H -2.200 2.294 3.345 -0.2630 0.1999 -0.5181
H -2.773 2.220 4.933 -0.5738 -0.2388 0.3045
C -0.706 -7.569 7.316 -1.0422 -0.2305 -0.9325
O -0.574 -7.264 5.918 0.2810 0.0999 0.6194
C -1.411 -6.226 5.430 0.4191 0.5484 -0.2761
C -0.928 -5.667 4.080 -0.4164 -0.0010 0.2378
N 0.133 -4.639 4.108 -0.7203 -0.8796 1.0385
C 1.364 -5.132 4.727 -0.5364 -0.2882 -0.5915
C 2.073 -6.049 3.660 1.1583 1.4806 0.5285
O 2.064 -5.261 2.449 -0.5887 -0.2186 0.2639
C 2.115 -6.025 1.283 0.5569 -0.4806 -0.4520
H -0.102 -8.451 7.528 0.5135 0.5250 0.0474
H -1.714 -7.913 7.543 -0.4506 0.0239 -0.1664
H -0.570 -6.700 7.960 0.6465 0.0167 -0.0118
H -1.486 -5.365 6.093 0.1897 -0.0096 0.5675
H -2.426 -6.595 5.285 -0.1560 -0.2318 0.0024
H -1.832 -5.199 3.692 0.0547 0.1152 -0.3362
H -0.728 -6.542 3.463 0.2889 -0.1165 -0.3548
H 0.465 -4.448 3.173 -0.6738 0.2513 -0.3833
H 1.126 -5.602 5.681 0.2085 -0.4215 -0.2680
H 1.883 -4.211 4.994 0.8645 -0.3229 -0.3598
H 1.695 -7.061 3.513 -0.7040 0.2069 0.0501
H 3.133 -6.176 3.880 0.1675 -0.1289 0.4140
H 2.250 -5.387 0.409 0.1092 0.2314 0.2273
H 1.238 -6.638 1.074 -0.4195 -0.0067 0.3721
H 2.960 -6.710 1.350 0.2413 -0.1453 -0.2436
```
Positions in Å, forces in eV/Å.

Values from the calculation:
Orbital gap   8.38 eV
Structure (SMILES)   CC1(C)CCCC(C)(C)N1O.CC1(C)CCCC(C)(C)N1O.CC1(C)CCCC(C)(C)N1O.CC1(C)CCCC(C)(C)N1O.COCCNCCOC.COCCNCCOC.COCCNCCOC.COCCNCCOC
HOMO energy   -8.0759 eV